(1)
This record from the OMol25 dataset describes 12 unconnected molecules or ions with the total composition C27H32BCl44N3O4 at a distorted geometry. The level of theory is ωB97M-V/def2-TZVPD.

Values from the calculation:
- HOMO-LUMO gap: 8.42 eV
- Total energy: -21786.38750 Ha
- HOMO level: -8.6 eV

Geometry (Å):
C: 0.894 0.751 3.462
C: 1.797 0.428 2.518
C: 1.656 -0.575 1.396
N: 0.531 -0.286 0.522
C: 0.589 0.350 -0.628
N: -0.598 0.434 -1.319
C: -1.467 1.579 -0.915
C: -2.511 1.228 0.151
C: -2.926 2.374 1.075
C: -1.797 3.073 1.836
C: -2.333 4.256 2.670
C: -1.329 5.391 2.860
C: -0.950 6.127 1.565
C: 0.434 6.780 1.649
C: 1.023 7.122 0.291
O: 2.338 7.643 0.375
C: 3.306 6.637 0.558
N: 1.800 0.815 -1.043
B: 2.019 2.253 -0.901
C: 1.669 3.064 0.411
O: 2.609 2.899 -1.965
C: 2.267 0.288 -2.419
O: 1.641 0.590 -3.429
O: 3.281 -0.375 -2.305
H: 0.235 0.091 4.003
H: 0.865 1.811 3.708
H: 2.718 1.006 2.503
H: 2.573 -0.639 0.814
H: 1.481 -1.579 1.790
H: -0.369 -0.646 0.798
H: -0.440 0.530 -2.320
H: -2.011 1.840 -1.823
H: -0.870 2.456 -0.664
H: -2.203 0.360 0.737
H: -3.411 0.925 -0.389
H: -3.577 1.932 1.837
H: -3.543 3.105 0.546
H: -1.357 2.343 2.521
H: -1.048 3.460 1.146
H: -2.616 3.852 3.645
H: -3.234 4.649 2.190
H: -1.807 6.128 3.513
H: -0.439 5.038 3.388
H: -1.049 5.487 0.687
H: -1.676 6.935 1.436
H: 1.106 6.162 2.251
H: 0.328 7.723 2.194
H: 1.033 6.255 -0.382
H: 0.398 7.887 -0.175
H: 3.270 5.901 -0.256
H: 4.291 7.102 0.541
H: 3.197 6.116 1.515
H: 0.946 2.541 1.037
H: 2.586 3.223 0.986
H: 1.232 4.028 0.143
H: 3.433 3.292 -1.646
C: 6.577 2.847 -0.208
Cl: 8.025 3.723 0.276
Cl: 5.674 2.357 1.235
Cl: 5.550 3.915 -1.185
Cl: 7.002 1.427 -1.145
C: -1.520 -2.654 -3.565
Cl: -2.676 -1.333 -3.310
Cl: 0.108 -2.029 -3.432
Cl: -1.778 -3.908 -2.342
Cl: -1.765 -3.337 -5.181
C: -5.883 -5.471 -3.939
Cl: -6.167 -7.059 -4.659
Cl: -5.872 -5.637 -2.178
Cl: -4.319 -4.851 -4.469
Cl: -7.153 -4.345 -4.419
C: -8.691 -1.407 -6.651
Cl: -7.397 -0.349 -6.082
Cl: -9.477 -2.167 -5.260
Cl: -9.878 -0.461 -7.550
Cl: -8.014 -2.655 -7.697
C: 1.742 -5.782 -4.880
Cl: 2.806 -7.092 -5.414
Cl: 0.186 -5.927 -5.704
Cl: 1.488 -5.913 -3.135
Cl: 2.481 -4.232 -5.258
C: -0.860 4.951 -3.417
Cl: 0.338 3.712 -3.737
Cl: -2.361 4.598 -4.287
Cl: -1.201 4.975 -1.670
Cl: -0.252 6.533 -3.904
C: 7.645 3.212 4.650
Cl: 8.869 2.801 3.448
Cl: 8.430 3.666 6.164
Cl: 6.675 4.568 4.064
Cl: 6.598 1.815 4.925
C: -2.231 -9.566 -4.669
Cl: -3.116 -8.038 -4.672
Cl: -1.876 -10.000 -2.994
Cl: -3.218 -10.823 -5.423
Cl: -0.718 -9.394 -5.560
C: -0.864 -9.027 1.076
Cl: -0.817 -7.568 0.081
Cl: -2.421 -9.128 1.901
Cl: -0.654 -10.442 0.039
Cl: 0.435 -8.972 2.269
C: 0.496 -3.463 4.984
Cl: 1.065 -1.957 4.236
Cl: -1.139 -3.217 5.603
Cl: 0.478 -4.747 3.767
Cl: 1.566 -3.921 6.302
C: 0.819 -8.079 8.056
Cl: 0.435 -7.028 6.691
Cl: 2.529 -8.513 7.998
Cl: 0.480 -7.225 9.565
Cl: -0.164 -9.543 7.974

(2)
This record from the OMol25 dataset describes a molecular structure, C26H50PTi. The level of theory is ωB97M-V/def2-TZVPD.

Values from the calculation:
- HOMO-LUMO gap (spin up / spin down): 8.25 / 8.50 eV
- Total energy: -2210.96339 Ha
- HOMO level (spin up / spin down): -15.7 / -15.7 eV
- Charge: +2
- 2S+1: 2

Geometry (Å):
Ti: 0.189 -0.074 -0.586
C: -1.316 -1.298 -1.689
C: -1.131 -1.846 -0.384
C: 0.234 -2.313 -0.336
C: 0.817 -2.010 -1.603
C: -0.136 -1.389 -2.441
C: 0.161 -0.680 -3.743
C: 0.803 -1.656 -4.731
C: 1.145 0.434 -3.352
C: -1.094 -0.053 -4.340
C: 1.034 -2.966 0.795
C: 2.436 -3.350 0.309
C: 1.210 -1.976 1.964
C: 0.350 -4.271 1.230
C: -2.361 -1.960 0.543
C: -3.360 -0.840 0.211
C: -2.087 -1.879 2.045
C: -3.039 -3.301 0.205
H: -2.241 -0.882 -2.054
H: 1.832 -2.241 -1.886
H: 1.720 -2.093 -4.329
H: 1.058 -1.139 -5.658
H: 0.118 -2.468 -4.978
H: 2.098 0.046 -2.986
H: 0.720 1.108 -2.567
H: 1.340 1.124 -4.175
H: -1.831 -0.808 -4.619
H: -0.829 0.497 -5.244
H: -1.576 0.656 -3.662
H: 3.002 -2.494 -0.064
H: 2.401 -4.113 -0.471
H: 3.000 -3.765 1.146
H: 2.120 -1.387 1.821
H: 1.316 -2.497 2.918
H: 0.368 -1.290 2.091
H: 0.240 -4.947 0.380
H: -0.631 -4.127 1.672
H: 0.978 -4.764 1.974
H: -2.889 0.146 0.145
H: -4.108 -0.781 1.001
H: -3.893 -1.009 -0.726
H: -1.747 -0.882 2.346
H: -1.369 -2.604 2.413
H: -3.026 -2.059 2.571
H: -3.234 -3.391 -0.865
H: -3.999 -3.356 0.723
H: -2.441 -4.157 0.514
C: -0.950 3.382 -1.005
C: 0.264 3.466 -0.070
C: 0.261 4.792 0.698
P: 0.405 1.952 0.950
C: -0.538 2.007 2.515
C: -2.013 2.363 2.281
C: 0.104 2.872 3.603
C: 2.179 1.643 1.334
C: 3.044 2.870 1.632
C: 2.804 0.845 0.174
H: -0.901 4.165 -1.761
H: -1.880 3.513 -0.452
H: -1.030 2.434 -1.553
H: 1.176 3.425 -0.678
H: -0.647 4.901 1.291
H: 0.280 5.612 -0.022
H: 1.120 4.914 1.356
H: -0.495 0.966 2.851
H: -2.150 3.444 2.231
H: -2.611 1.998 3.117
H: -2.437 1.933 1.373
H: 0.111 3.926 3.327
H: 1.121 2.567 3.845
H: -0.484 2.775 4.517
H: 2.150 0.997 2.216
H: 3.129 3.518 0.758
H: 4.052 2.551 1.904
H: 2.657 3.461 2.459
H: 2.981 1.471 -0.702
H: 2.205 -0.024 -0.167
H: 3.742 0.365 0.453

(3)
This record from the OMol25 dataset describes a molecular structure, C55H44Cl2CrGeN5O5S at a distorted geometry. The level of theory is ωB97M-V/def2-TZVPD.

Values from the calculation:
- HOMO-LUMO gap (spin up / spin down): 5.83 / 6.31 eV
- Total energy: -7211.74770 Ha
- HOMO level (spin up / spin down): -12.2 / -12.2 eV
- Charge: +2
- 2S+1: 2

Geometry (Å):
Cr: -0.760 0.227 1.059
Cl: 6.075 -2.352 0.919
C: 4.410 -1.971 0.724
C: 3.848 -1.936 -0.550
C: 2.495 -1.689 -0.704
Cl: 1.847 -1.391 -2.274
C: 1.651 -1.518 0.405
O: 0.302 -1.532 0.291
C: 2.290 -1.324 1.651
C: 1.603 -0.567 2.665
O: 0.648 0.153 2.376
C: 3.647 -1.608 1.814
H: 4.468 -2.095 -1.422
H: 2.023 -0.529 3.675
H: 4.106 -1.509 2.791
O: -3.023 3.786 1.165
S: -1.794 3.103 0.833
O: -0.552 3.770 1.675
N: -1.707 1.637 1.734
C: -2.418 1.485 2.925
C: -3.060 2.441 3.688
C: -3.708 2.074 4.882
C: -3.721 0.782 5.330
C: -3.057 -0.223 4.592
C: -2.966 -1.574 4.984
C: -2.250 -2.450 4.211
C: -1.633 -1.990 3.044
N: -1.724 -0.740 2.627
C: -2.413 0.144 3.394
C: -0.303 5.121 1.360
C: 0.753 5.424 0.516
C: 1.011 6.748 0.195
C: 0.214 7.757 0.715
C: -0.835 7.441 1.566
C: -1.101 6.120 1.892
H: -3.080 3.473 3.381
H: -4.195 2.846 5.461
H: -4.218 0.515 6.254
H: -3.453 -1.900 5.894
H: -2.149 -3.492 4.484
H: -1.047 -2.663 2.433
H: 1.385 4.634 0.135
H: 1.843 6.978 -0.458
H: 0.409 8.789 0.457
H: -1.448 8.226 1.987
H: -1.923 5.866 2.547
C: 1.353 -5.848 3.639
C: -0.005 -5.820 3.353
C: -0.467 -5.095 2.265
C: 0.428 -4.399 1.450
C: 1.792 -4.447 1.731
C: 2.248 -5.166 2.827
Ge: -0.359 -3.521 -0.133
C: 0.269 -4.266 -1.836
C: 1.471 -4.963 -1.892
C: 1.920 -5.465 -3.105
C: 1.168 -5.274 -4.256
C: -0.061 -4.629 -4.189
C: -0.514 -4.132 -2.978
C: -2.337 -3.705 -0.101
C: -2.753 -4.914 -0.662
C: -4.086 -5.295 -0.612
C: -5.019 -4.476 0.006
C: -4.617 -3.267 0.555
C: -3.284 -2.885 0.501
H: 1.716 -6.417 4.484
H: -0.703 -6.374 3.966
H: -1.528 -5.078 2.039
H: 2.509 -3.934 1.104
H: 3.310 -5.207 3.036
H: 2.057 -5.120 -0.993
H: 2.853 -6.010 -3.151
H: 1.535 -5.642 -5.205
H: -0.666 -4.520 -5.079
H: -1.487 -3.662 -2.914
H: -2.030 -5.568 -1.139
H: -4.394 -6.234 -1.053
H: -6.055 -4.784 0.067
H: -5.339 -2.622 1.042
H: -2.991 -1.940 0.925
N: 2.363 4.133 -4.225
C: 3.291 5.045 -4.655
C: 3.425 5.766 -5.838
C: 4.493 6.631 -5.913
C: 5.402 6.781 -4.847
C: 5.273 6.066 -3.681
C: 4.201 5.172 -3.580
N: 3.828 4.345 -2.556
C: 2.739 3.743 -2.959
C: 1.952 2.857 -2.131
C: 0.604 2.583 -2.394
C: -0.132 1.840 -1.504
N: 0.357 1.327 -0.358
C: 1.664 1.558 -0.136
C: 2.475 2.292 -0.967
H: 1.606 3.768 -4.773
H: 2.721 5.660 -6.653
H: 4.639 7.214 -6.812
H: 6.217 7.483 -4.961
H: 5.972 6.186 -2.864
H: 0.103 2.978 -3.267
H: -1.175 1.676 -1.712
H: 2.077 1.138 0.770
H: 3.513 2.459 -0.712
C: -2.615 -0.947 -2.538
O: -1.756 -0.780 -1.391
C: -2.120 -0.098 -0.350
C: -3.508 0.456 -0.371
H: -3.059 0.002 -2.834
H: -3.398 -1.675 -2.324
H: -1.977 -1.314 -3.334
H: -4.224 -0.256 -0.786
H: -3.550 1.360 -0.990
H: -3.823 0.746 0.628

(4)
This record from the OMol25 dataset describes C5H9NO3 in the gas phase at a distorted geometry. The level of theory is ωB97M-V/def2-TZVPD.

Values from the calculation:
- HOMO-LUMO gap: 10.34 eV
- Total energy: -476.41430 Ha
- SMILES: CC(=O)C[C@H](N)C(=O)O
- ΔE to the lowest compared entry with this formula, charge and spin: 78.4 kJ/mol
- HOMO level: -9.6 eV

Geometry (Å):
C: -0.034 -0.587 -1.041
C: -1.001 0.059 -0.054
C: -0.561 0.236 2.479
C: 0.936 0.418 -1.675
C: -0.280 0.744 1.090
N: 0.715 -1.685 -0.379
O: 0.343 1.561 -2.070
O: 2.119 0.216 -1.904
O: 0.460 1.711 0.907
H: 1.094 2.141 -2.317
H: -0.600 -1.024 -1.873
H: 0.328 -2.580 -0.676
H: 1.672 -1.675 -0.754
H: -1.629 0.812 -0.543
H: -1.686 -0.695 0.352
H: -0.484 -0.853 2.502
H: 0.173 0.650 3.176
H: -1.564 0.549 2.780

(5)
This record from the OMol25 dataset describes CH3N3O2S in the gas phase at a distorted geometry. The level of theory is ωB97M-V/def2-TZVPD.

Values from the calculation:
- HOMO-LUMO gap: 8.96 eV
- Total energy: -752.65723 Ha
- SMILES: [H]/N=[N+](\[O-])CSN=O
- ΔE to the lowest compared entry with this formula, charge and spin: 456.6 kJ/mol
- HOMO level: -9.3 eV

Geometry (Å):
C: -0.137 0.611 -0.817
N: 0.959 0.063 1.123
N: -1.548 -1.008 0.464
N: 1.060 0.123 -0.108
O: -2.313 -1.615 1.164
O: 2.021 -0.148 -0.817
S: -1.607 0.633 0.255
H: 0.051 1.633 -1.155
H: -0.301 -0.029 -1.684
H: 1.816 -0.263 1.575

(6)
This record from the OMol25 dataset describes a molecular structure, C8H21Cl6N5O10 at a distorted geometry. The level of theory is ωB97M-V/def2-TZVPD.

Values from the calculation:
- HOMO-LUMO gap: 7.81 eV
- Total energy: -4103.62892 Ha
- ΔE to the lowest compared entry with this formula, charge and spin: 1656.8 kJ/mol
- HOMO level: -9.4 eV

Geometry (Å):
C: -2.491 0.360 0.934
N: -1.299 0.584 1.817
O: -0.327 1.244 1.426
O: -1.311 -0.033 2.890
H: -2.763 -0.692 1.016
H: -2.188 0.640 -0.075
H: -3.225 1.106 1.238
C: -3.063 -2.113 -2.247
N: -2.744 -1.035 -1.212
O: -3.481 -0.052 -1.270
O: -1.714 -1.113 -0.502
H: -2.731 -3.107 -1.945
H: -2.462 -1.904 -3.132
H: -4.127 -2.008 -2.457
C: -0.985 -3.078 0.892
N: -0.520 -2.287 2.105
O: -1.200 -2.445 3.108
O: 0.398 -1.535 2.042
H: -0.732 -4.115 1.117
H: -0.361 -2.784 0.048
H: -2.064 -2.977 0.781
C: -0.634 3.749 -0.479
N: 0.405 4.615 -1.165
O: 0.774 5.664 -0.666
O: 0.812 4.193 -2.236
H: -1.522 3.923 -1.088
H: -0.628 4.156 0.532
H: -0.307 2.710 -0.464
C: 2.447 1.565 -1.107
N: 1.974 1.439 -2.530
O: 2.302 0.412 -3.146
O: 1.341 2.377 -2.982
H: 3.510 1.786 -1.206
H: 2.227 0.623 -0.604
H: 1.923 2.373 -0.596
C: 3.031 -2.265 0.063
Cl: 3.186 -0.471 0.069
Cl: 1.534 -2.844 0.894
H: 3.054 -2.564 -0.985
H: 3.943 -2.582 0.570
C: 0.371 -0.370 -0.213
Cl: 0.800 -1.557 -1.552
Cl: -0.029 1.143 -0.957
H: -0.500 -0.758 0.314
H: 1.221 -0.394 0.469
C: 1.532 -0.001 2.435
Cl: 2.041 -0.361 4.056
Cl: 2.352 1.364 1.783
H: 1.745 -0.875 1.819
H: 0.483 0.293 2.396

(7)
This record from the OMol25 dataset describes 10 unconnected molecules or ions with the total composition C4H26NO11 at a distorted geometry. The level of theory is ωB97M-V/def2-TZVPD.

Values from the calculation:
- HOMO-LUMO gap: 9.05 eV
- Total energy: -1050.49106 Ha
- ΔE to the lowest compared entry with this formula, charge and spin: 149.1 kJ/mol
- HOMO level: -6.1 eV
- Charge: -1

Geometry (Å):
O: 0.137 1.877 -1.580
C: 0.292 0.684 -1.238
O: -0.220 -0.328 -1.803
C: 1.332 0.325 -0.083
C: 0.553 0.749 1.213
C: 1.492 0.778 2.392
N: 2.032 2.049 2.896
H: 2.274 0.887 -0.308
H: 1.424 -0.803 -0.261
H: -0.120 -0.122 1.341
H: 0.128 1.764 1.001
H: 0.993 0.257 3.244
H: 2.391 0.259 2.067
H: 1.321 2.698 3.173
H: 2.816 2.545 2.503
H: 0.843 -4.281 -0.983
H: -0.059 -3.476 -1.681
O: -0.171 -4.124 -0.965
H: -2.441 -0.136 -2.977
H: -2.027 1.370 -2.891
O: -2.421 0.692 -3.458
H: -1.806 0.593 2.412
H: -2.167 0.837 3.898
O: -2.091 0.116 3.253
H: 1.195 3.412 0.756
H: 0.334 3.491 -0.526
O: 0.604 3.991 0.271
H: -3.011 0.660 0.832
H: -2.106 1.321 -0.404
O: -2.495 1.378 0.476
H: -0.685 -2.769 0.493
H: -0.825 -1.509 -0.426
O: -0.946 -1.816 0.493
H: 1.365 0.646 -4.311
H: 0.151 -0.067 -3.564
O: 0.803 -0.125 -4.327
H: 0.688 -1.947 -2.416
H: 0.829 -2.294 -3.894
O: 1.059 -2.618 -3.023
H: -0.204 -2.419 2.065
H: -1.060 -2.109 3.301
O: -0.200 -2.437 3.036

(8)
This record from the OMol25 dataset describes a molecular structure, C20H43IrN2P3S at a distorted geometry. The level of theory is ωB97M-V/def2-TZVPD.

Values from the calculation:
- HOMO-LUMO gap (spin up / spin down): 2.94 / 2.05 eV
- Total energy: -2422.20333 Ha
- ΔE to the lowest compared entry with this formula, charge and spin: 60.6 kJ/mol
- HOMO level (spin up / spin down): -15.6 / -19.0 eV
- Charge: +4
- 2S+1: 6

Geometry (Å):
Ir: 0.065 0.188 0.378
P: 1.989 1.076 1.397
P: -1.620 1.783 0.772
P: 0.634 1.148 -1.549
H: -1.093 -2.300 1.325
C: -0.493 -2.059 0.441
C: 0.910 -1.900 0.581
H: 1.358 -2.028 1.574
C: 2.480 0.432 3.041
C: 1.667 2.846 1.722
C: 3.581 1.007 0.494
C: -3.158 0.905 0.303
C: -1.954 2.197 2.538
C: -1.652 3.477 0.078
C: 1.916 0.175 -2.458
C: 1.279 2.871 -1.685
C: -0.855 1.306 -2.607
H: -0.963 -2.395 -0.495
H: 1.591 -2.068 -0.254
H: 2.338 -0.657 3.093
H: 1.891 0.917 3.832
H: 3.540 0.653 3.229
H: 0.735 2.961 2.286
H: 1.598 3.427 0.798
H: 2.496 3.240 2.323
H: 3.750 -0.010 0.116
H: 4.378 1.244 1.214
H: 3.645 1.714 -0.341
H: -4.027 1.547 0.504
H: -3.237 -0.007 0.909
H: -3.149 0.624 -0.755
H: -2.621 3.067 2.588
H: -1.028 2.442 3.077
H: -2.445 1.348 3.032
H: -2.479 4.030 0.544
H: -1.803 3.494 -1.003
H: -0.729 4.014 0.321
H: 1.616 0.091 -3.510
H: 2.042 -0.831 -2.045
H: 2.877 0.701 -2.402
H: 1.373 3.109 -2.755
H: 2.263 3.023 -1.227
H: 0.571 3.588 -1.256
H: -0.554 1.128 -3.645
H: -1.284 2.309 -2.527
H: -1.624 0.574 -2.342
C: -0.799 -2.972 -4.142
C: -1.845 -2.785 -5.070
C: -1.905 -3.550 -6.231
C: -0.897 -4.479 -6.510
C: 0.106 -4.722 -5.562
C: 0.178 -3.956 -4.390
S: -0.773 -1.911 -2.738
H: 0.315 -2.327 -1.957
H: -2.586 -2.015 -4.859
H: -2.728 -3.409 -6.932
H: -0.895 -5.011 -7.461
H: 0.833 -5.513 -5.765
H: 0.979 -4.104 -3.669
C: -1.261 0.269 5.559
N: -0.615 -0.760 4.735
C: 0.189 -1.772 5.434
C: -0.508 -0.607 3.442
N: -0.503 -0.263 2.315
H: -1.224 -0.075 6.595
H: -2.301 0.400 5.239
H: -0.737 1.233 5.469
H: -0.038 -2.774 5.037
H: 1.271 -1.581 5.308
H: -0.072 -1.719 6.498